Computed, not measured: a cluster of 7 separate species, C31H58N3O6S2 in total at a distorted geometry, with ωB97M-V/def2-TZVPD.

Cartesian coordinates (Å):
C1 2.82916 -0.82378 1.47178
C2 2.42931 0.09037 0.58519
C3 1.24545 1.01938 0.83133
C4 -0.00993 0.33896 0.38226
C5 -0.05138 -0.68402 -0.58187
N1 -1.07493 -1.35155 -1.01653
N2 -2.25147 -1.00191 -0.50989
C6 -3.41154 -1.76647 -1.00053
C7 -3.72838 -2.93058 -0.05842
C8 -4.85193 -3.83429 -0.57726
S1 -5.20771 -5.11086 0.70376
C9 -2.34389 -0.02266 0.38227
C10 -3.73697 0.35068 0.86310
C11 -4.39094 1.29509 -0.17764
C12 -5.88310 1.39554 0.15741
S2 -6.81893 -0.09556 -0.33652
C13 -1.24119 0.69437 0.90128
N3 -1.33136 1.72109 1.86761
H1 3.26352 -1.76759 1.12488
H2 2.79931 -0.67426 2.55187
H3 3.01224 0.16627 -0.33471
H4 1.20006 1.15111 1.91681
H5 1.41271 1.97556 0.32753
H6 0.90022 -0.96212 -1.02526
H7 -3.08722 -2.21603 -1.94766
H8 -4.25998 -1.12977 -1.24060
H9 -3.88856 -2.61124 0.97671
H10 -2.82440 -3.55122 -0.01677
H11 -4.44707 -4.39889 -1.41629
H12 -5.76563 -3.29966 -0.82736
H13 -4.30228 -4.79015 1.64953
H14 -4.34963 -0.52035 1.08741
H15 -3.64833 0.95292 1.76408
H16 -3.94382 2.29756 -0.12532
H17 -4.21903 0.95274 -1.20115
H18 -6.35118 2.27017 -0.29365
H19 -6.00805 1.52570 1.23627
H20 -6.71881 -0.93404 0.71538
H21 -1.71279 2.57880 1.48234
H22 -1.90184 1.39335 2.63826
C14 -3.34426 -4.55128 -5.88383
C15 -2.93875 -3.32059 -5.11640
O1 -3.58367 -2.92476 -4.16919
C16 -1.69616 -2.60084 -5.57690
H23 -4.25025 -4.96714 -5.44838
H24 -3.53988 -4.29380 -6.92565
H25 -2.55229 -5.29998 -5.83336
H26 -1.82191 -2.26048 -6.60557
H27 -0.83444 -3.26686 -5.51335
H28 -1.52146 -1.73633 -4.93852
C17 5.04346 -5.59636 1.64027
C18 4.93655 -4.31262 0.86162
O2 4.04477 -3.51724 1.07566
C19 5.98033 -4.05418 -0.19260
H29 4.23086 -5.65024 2.36191
H30 4.97154 -6.44958 0.96435
H31 5.99320 -5.62952 2.17620
H32 5.94965 -4.84015 -0.94855
H33 6.97041 -4.01995 0.26393
H34 5.78172 -3.09761 -0.67180
C20 4.89104 -0.28376 5.89634
C21 5.70273 -1.28388 5.11405
O3 6.89084 -1.14136 4.93884
C22 4.96484 -2.47701 4.55349
H35 5.53719 0.51805 6.23814
H36 4.11280 0.14233 5.26479
H37 4.44000 -0.76854 6.76476
H38 4.18982 -2.14432 3.86195
H39 4.52016 -3.05367 5.36614
H40 5.66525 -3.11243 4.01435
C23 -3.46844 4.06621 -3.63446
C24 -4.25739 4.59272 -2.46551
O4 -4.12686 4.12016 -1.35511
C25 -5.21204 5.72700 -2.73010
H41 -2.82445 3.25630 -3.30015
H42 -4.14753 3.68635 -4.40038
H43 -2.84523 4.85777 -4.05079
H44 -5.96448 5.41906 -3.45758
H45 -4.66630 6.59153 -3.11009
H46 -5.71069 6.00503 -1.80382
C26 3.96008 4.93706 4.94872
C27 4.72445 3.69732 5.34387
O5 4.18754 2.61364 5.39789
C28 6.18731 3.86767 5.66915
H47 2.92457 4.67293 4.74329
H48 3.98378 5.66497 5.76084
H49 4.39806 5.37518 4.05053
H50 6.30518 4.55055 6.51180
H51 6.71920 4.26037 4.80135
H52 6.61445 2.90308 5.93556
C29 0.52269 1.90773 -3.01854
C30 0.52207 3.20613 -3.79494
O6 -0.24580 4.09840 -3.52196
C31 1.51828 3.33408 -4.91895
H53 -0.24139 1.95290 -2.24234
H54 0.30038 1.07265 -3.68549
H55 1.49655 1.75390 -2.54897
H56 1.33922 2.56051 -5.66752
H57 2.53385 3.24100 -4.53086
H58 1.40912 4.30927 -5.38776

Force components x, y, z for each atom (eV/Å):
0.37 -0.25 -0.15
0.11 0.23 0.26
1.77 -0.63 0.18
-0.97 0.58 0.17
1.65 -0.08 -0.36
-0.44 -0.08 -0.17
0.59 0.64 0.21
0.11 -1.06 -0.64
0.35 -0.06 0.01
0.90 -0.30 0.87
-0.35 -0.05 -0.02
-2.00 0.43 1.42
0.67 0.55 -0.68
-0.26 0.09 0.45
0.25 -0.30 0.45
-0.29 0.00 -0.47
0.66 -0.46 -0.96
-0.25 -0.49 -0.02
0.79 0.95 0.27
-1.15 -0.29 -0.10
-0.87 -0.52 -0.48
-0.32 0.39 -0.16
-0.43 0.09 0.15
-0.20 -0.21 -0.02
-0.01 0.34 0.13
0.06 0.17 0.40
-0.31 0.16 -0.17
-0.05 0.07 0.04
-0.38 0.28 -0.29
0.04 -0.04 -0.03
-0.06 0.17 -0.34
0.02 -0.02 -0.20
-0.03 -0.30 0.15
-0.05 -0.32 0.07
-0.21 -0.02 0.04
-0.04 -0.25 -0.27
0.02 0.04 -0.09
0.20 0.49 0.10
0.01 0.03 0.11
-0.03 0.42 0.11
-0.22 0.02 0.21
-0.05 -0.03 0.00
0.07 0.02 0.12
-0.07 0.18 0.23
0.01 0.02 0.00
0.16 -0.07 -0.05
0.05 0.04 -0.17
0.10 -0.14 -0.06
-0.01 -0.02 -0.18
-0.02 -0.01 0.00
-0.25 0.13 0.16
-0.05 0.05 0.02
0.16 -0.43 -0.08
-0.17 0.26 -0.04
0.01 0.01 -0.01
0.19 -0.02 0.01
0.07 -0.12 -0.13
0.16 -0.08 0.08
0.03 -0.17 -0.06
0.00 -0.01 0.02
0.30 -0.15 0.03
0.09 0.04 0.07
-0.02 -0.02 -0.05
0.28 -0.07 -0.09
-0.03 0.02 -0.03
-0.11 -0.03 0.11
-0.15 -0.02 -0.09
-0.13 -0.08 0.11
-0.18 0.06 -0.05
0.00 0.02 0.00
-0.01 -0.20 0.18
0.04 0.00 -0.03
-0.03 0.04 0.02
-0.05 -0.05 0.33
0.04 0.05 0.00
0.01 0.18 -0.09
-0.06 -0.02 -0.12
0.09 0.10 -0.13
-0.06 -0.04 -0.17
0.01 -0.01 -0.01
-0.21 -0.19 -0.03
0.00 -0.05 0.02
-0.06 0.19 -0.07
-0.05 -0.29 0.05
0.01 -0.01 0.01
0.12 0.10 -0.09
0.08 0.13 0.11
0.05 0.13 -0.11
0.01 0.16 0.08
-0.01 0.01 -0.02
-0.20 0.09 0.16
0.01 0.13 -0.06
-0.01 -0.08 0.06
-0.13 0.21 0.00
-0.01 0.04 -0.03
0.17 -0.05 0.01
0.05 -0.12 -0.13
0.14 -0.09 0.06
0.01 -0.16 -0.07
-0.01 -0.01 0.02

The total energy comes out at -71505.6504 eV. The largest force on an atom comes out at 2.49 eV/A. Its net charge is +1. For the HOMO energy, the calculation gives -10.759 eV.

Computed, not measured: an isolated molecule of C3H4F2 at a distorted geometry, with ωB97M-V/def2-TZVPD.

Cartesian coordinates (Å):
C1 0.76578 -0.12547 0.30122
C2 -0.25773 0.66023 -0.50764
C3 -0.72285 -0.59138 0.21790
H1 1.30508 0.44290 1.09285
H2 -0.05044 0.87984 -1.51359
H3 -0.55059 1.65766 -0.13242
H4 -1.51850 -0.35629 1.11504
F1 1.69014 -0.95127 -0.25178
F2 -0.66089 -1.61621 -0.32159

Force components x, y, z for each atom (eV/Å):
-0.17 3.10 2.43
0.63 0.63 0.60
0.59 12.74 7.87
-0.96 -0.63 -0.24
-0.11 -0.89 -1.71
0.14 -0.90 0.65
1.96 -1.07 -2.16
-0.44 -0.33 -0.83
-1.64 -12.66 -6.61

The energy above the lowest of the compared OMol25 structures with the same formula, charge and spin is 284.6 kJ/mol. The total energy comes out at -8607.1640 eV. The largest force on an atom comes out at 14.99 eV/A. For the HOMO energy, the calculation gives -9.799 eV.

Computed, not measured: a cluster of 2 separate species, C3H9NO3 in total at a distorted geometry, with ωB97M-V/def2-TZVPD.

Cartesian coordinates (Å):
C1 -0.26323 1.28212 0.98663
N1 -0.56288 0.61109 -0.35432
C2 -0.81732 -0.67750 -0.63394
O1 -2.17214 -0.85479 -0.52619
O2 -0.10884 -1.73921 -0.75419
C3 0.63310 2.59368 0.53113
H1 -1.14311 1.60378 1.57470
H2 0.42354 0.56921 1.60014
H3 -1.18324 1.28897 -0.76638
H4 -2.30560 -1.80554 -0.95585
H5 0.80012 3.10990 1.51250
H6 -0.00382 3.38038 -0.13320
H7 1.49507 2.25329 0.03505
H8 1.15702 -3.46122 -0.32198
H9 1.96227 -4.46567 -1.22517
O3 2.08905 -3.68848 -0.56894

Force components x, y, z for each atom (eV/Å):
3.34 -0.16 -1.35
1.46 2.65 1.17
-0.16 -5.17 1.76
-0.22 -3.17 -2.68
-1.80 4.76 0.19
-4.16 0.71 1.79
0.22 -0.52 -0.56
-1.34 1.34 -1.00
-0.52 -0.65 -0.58
0.10 2.65 1.48
0.45 -0.18 -1.04
1.44 -2.12 1.40
1.07 -0.18 -0.52
1.16 0.00 -0.42
0.37 2.01 1.69
-1.42 -1.99 -1.32

The energy above the lowest of the compared OMol25 structures with the same formula, charge and spin is 232.5 kJ/mol. The total energy comes out at -10888.1720 eV. The largest force on an atom comes out at 5.47 eV/A. For the HOMO energy, the calculation gives -10.049 eV.

Computed, not measured: a cluster of 2 separate species, C5H6O3 in total at a distorted geometry, with ωB97M-V/def2-TZVPD.

Cartesian coordinates (Å):
C1 -0.61659 1.25219 0.54462
C2 -0.61597 1.95038 -0.60718
C3 -0.45361 -0.17208 -1.18184
C4 -0.60994 -0.13144 0.20723
C5 -0.09209 -1.13763 0.99159
O1 -0.58487 1.06274 -1.70858
O2 1.83572 0.05470 -0.67648
O3 2.03632 -0.64119 0.46870
H1 -0.59441 1.61983 1.55819
H2 -0.57516 2.96462 -0.84160
H3 -0.31650 -0.99227 -1.93958
H4 0.25849 -0.90358 1.94464
H5 -0.27715 -2.20552 0.58256
H6 1.88651 -0.42609 -1.49136

Force components x, y, z for each atom (eV/Å):
-0.22 0.90 -0.40
-0.06 -2.23 0.00
-0.68 0.04 -0.74
0.78 -0.29 -1.03
0.61 -2.14 -2.43
0.29 0.30 1.07
-0.26 2.43 0.56
-1.39 -1.32 -0.12
-0.05 0.20 -0.13
-0.10 1.28 -0.39
-0.38 0.93 1.18
-0.01 -0.25 1.62
0.87 1.81 1.20
0.61 -1.65 -0.39

The energy above the lowest of the compared OMol25 structures with the same formula, charge and spin is 614.2 kJ/mol. The total energy comes out at -11418.0467 eV. The largest force on an atom comes out at 3.29 eV/A. For the HOMO energy (spin up / spin down), the calculation gives -8.447 / -8.454 eV.

Computed, not measured: a cluster of 2 separate species, C2H8NO in total at a distorted geometry, with ωB97M-V/def2-TZVPD.

Cartesian coordinates (Å):
O1 -2.53779 -0.69825 1.01404
H1 -2.99979 0.06871 0.67209
C1 0.50899 0.50793 -1.29729
N1 -0.05055 0.45571 0.04647
C2 0.82124 -0.32899 0.91099
H2 0.30298 -0.44752 -1.80507
H3 0.09814 1.38296 -1.81188
H4 1.59157 0.64427 -1.23580
H5 -0.99365 0.05397 0.17034
H6 0.95813 -1.34145 0.46728
H7 0.45685 -0.36063 1.92814
H8 1.84387 0.06329 0.94069

Force components x, y, z for each atom (eV/Å):
0.45 -0.13 -0.19
-0.30 0.23 -0.03
-0.84 -0.21 0.80
1.35 0.59 0.79
0.21 -0.26 -0.99
0.14 0.22 -0.54
-0.05 -0.37 -0.34
0.02 0.01 -0.02
-0.45 -0.13 -0.14
-0.18 -0.09 0.60
-0.34 -0.27 0.07
-0.01 0.41 -0.02

The energy above the lowest of the compared OMol25 structures with the same formula, charge and spin is 68.0 kJ/mol. The total energy comes out at -5740.4694 eV. The largest force on an atom comes out at 1.68 eV/A. Its net charge is -1. For the HOMO energy, the calculation gives -2.549 eV.

Computed, not measured: a cluster of 2 separate species, C5H8NO in total at a distorted geometry, with ωB97M-V/def2-TZVPD.

Cartesian coordinates (Å):
C1 -1.52545 -1.68474 -2.31488
C2 -0.84185 -1.45481 -1.28010
C3 0.88878 1.88970 1.77573
C4 1.22956 1.56470 0.39610
C5 -0.25270 -1.41416 -0.05429
N1 1.96183 2.47315 0.98745
O1 1.11144 0.84839 -0.58199
H1 -2.30848 -2.47258 -2.16101
H2 0.10353 2.47029 2.01207
H3 1.13884 1.08271 2.63042
H4 -0.91050 -1.03646 0.65155
H5 0.62269 -2.16636 0.17131
H6 -1.51431 -1.40190 -3.29423
H7 2.94456 2.69262 1.08283
H8 0.44287 -0.47499 -0.35747

Force components x, y, z for each atom (eV/Å):
-1.13 -1.58 1.18
-0.06 -1.31 0.92
2.16 -4.19 2.18
0.52 -0.11 0.23
2.96 -1.61 -1.72
0.32 0.24 -1.00
0.33 0.08 -0.19
0.70 0.43 0.29
-2.53 2.23 0.80
-0.39 1.81 -2.05
-0.81 0.69 1.87
-2.15 1.14 -0.27
0.36 1.40 -2.36
-0.08 0.01 0.08
-0.20 0.77 0.02

The energy above the lowest of the compared OMol25 structures with the same formula, charge and spin is 453.2 kJ/mol. The total energy comes out at -8840.0640 eV. The largest force on an atom comes out at 5.20 eV/A. Its net charge is +1. For the HOMO energy, the calculation gives -14.330 eV.

Computed, not measured: a structure of composition C20H18N7PtS2, with ωB97M-V/def2-TZVPD.

Cartesian coordinates (Å):
Pt1 -0.54321 0.14233 -1.73205
C1 0.75991 4.13306 -2.43543
C2 0.59356 2.66729 -2.23386
N1 -0.55097 2.07841 -2.13053
N2 -1.70070 2.80573 -2.20940
C3 -2.77338 2.07573 -1.99135
N3 -3.95318 2.70578 -2.06143
S1 -2.81529 0.36591 -1.62679
C4 1.76373 1.76948 -2.13047
C5 3.06682 2.22835 -2.19002
C6 4.11120 1.32126 -2.08203
C7 3.82676 -0.02211 -1.92290
C8 2.50041 -0.41471 -1.86817
N4 1.49893 0.45321 -1.96871
H1 -0.20990 4.61617 -2.46798
H2 1.29059 4.33480 -3.36798
H3 1.34370 4.56064 -1.61760
H4 -3.98078 3.68230 -2.29800
H5 -4.80981 2.20411 -1.91789
H6 3.25889 3.28390 -2.31514
H7 5.13621 1.66408 -2.12394
H8 4.61061 -0.76088 -1.84067
H9 2.22291 -1.45317 -1.74534
N5 -0.79492 -1.83143 2.34149
C9 -0.77080 -1.07038 3.54035
C10 -1.11807 -1.67587 4.73143
C11 -1.11493 -0.94662 5.91648
C12 -0.75496 0.38679 5.90395
C13 -0.39760 0.99195 4.70214
C14 -0.40905 0.27065 3.52458
S2 0.03581 1.07973 2.00282
N6 0.01658 -0.17198 0.88254
C15 -0.37468 -1.35016 1.12915
C16 -0.38881 -2.33985 -0.00943
C17 -0.30476 -3.69990 0.23315
C18 -0.34264 -4.60368 -0.81818
C19 -0.46532 -4.12112 -2.10480
C20 -0.52991 -2.75309 -2.28823
N7 -0.48377 -1.87833 -1.27413
H10 -1.20333 -2.74454 2.40073
H11 -1.39885 -2.72322 4.73708
H12 -1.39184 -1.43002 6.84331
H13 -0.75100 0.96166 6.81951
H14 -0.11772 2.03863 4.68283
H15 -0.17219 -4.06871 1.23955
H16 -0.27315 -5.66604 -0.62710
H17 -0.51054 -4.77967 -2.95998
H18 -0.63058 -2.31642 -3.27155

Force components x, y, z for each atom (eV/Å):
-0.14 0.29 -0.20
-0.01 0.00 0.00
0.17 -0.11 -0.02
-0.10 -0.04 -0.01
0.00 -0.25 0.05
0.02 0.21 -0.12
-0.03 -0.06 0.03
0.15 -0.05 0.01
-0.12 0.11 -0.05
0.07 0.01 0.00
0.01 0.05 -0.01
-0.01 -0.03 -0.01
-0.02 -0.02 -0.02
-0.05 0.03 0.11
-0.01 0.00 0.00
0.00 -0.01 0.00
0.00 0.00 -0.01
0.01 0.00 0.02
-0.01 0.01 0.00
0.01 -0.01 0.00
-0.01 0.00 0.00
-0.01 0.00 0.00
0.00 0.00 0.04
0.07 0.18 0.14
-0.02 -0.13 -0.22
-0.02 -0.02 0.13
0.00 -0.07 -0.04
0.02 0.06 -0.05
-0.01 0.03 0.10
0.04 0.09 -0.13
-0.07 -0.12 0.09
0.32 0.14 0.02
-0.21 -0.39 -0.12
0.05 0.19 0.17
0.05 -0.24 0.00
0.02 0.03 0.12
-0.01 0.05 -0.10
0.01 0.06 -0.01
-0.08 0.00 0.14
-0.10 -0.03 -0.05
0.01 0.01 0.01
-0.01 0.00 -0.01
0.01 0.01 -0.01
0.01 -0.01 0.01
-0.01 0.04 0.03
0.00 0.01 0.01
0.00 0.02 0.00
0.00 -0.01 -0.02

The energy above the lowest of the compared OMol25 structures with the same formula, charge and spin is 0.0 kJ/mol. The total energy comes out at -56376.4495 eV. The largest force on an atom comes out at 0.46 eV/A. Its net charge is +1. For the HOMO energy, the calculation gives -9.896 eV.

Computed, not measured: the ion HO3S3 with charge -1 at a distorted geometry, with ωB97M-V/def2-TZVPD.

Cartesian coordinates (Å):
O1 -0.89587 1.27305 0.72650
O2 1.83102 0.46088 0.57255
O3 0.47881 -1.01453 1.89697
S1 -0.69874 -0.41704 -2.60660
S2 -0.38772 -1.46949 -0.98527
S3 0.53122 -0.17756 0.70992
H1 -0.85871 1.34468 -0.31407

Force components x, y, z for each atom (eV/Å):
2.59 -2.01 -2.59
-1.13 0.28 -0.64
-0.95 0.61 -0.45
0.03 0.25 -0.11
0.43 0.28 0.72
-0.58 0.64 0.39
-0.38 -0.04 2.68

The energy above the lowest of the compared OMol25 structures with the same formula, charge and spin is 172.8 kJ/mol. The total energy comes out at -38664.7271 eV. The largest force on an atom comes out at 4.18 eV/A. Its net charge is -1. For the HOMO energy, the calculation gives -3.750 eV.